Entry 1:
Below is a gas-phase ion, C30H39N2O (charge +1) in a non-equilibrium geometry, with properties calculated with ωB97M-V/def2-TZVPD.

E ... -36760.9917 eV
Energy above the lowest of the compared OMol25 structures with the same formula, charge and spin ... 18.0 kcal per mole
Orbital gap ... 6.597 eV
F_max ... 7.97 eV Å⁻¹
SMILES string ... Cc1ccc([C@H](c2c(C(C)(C)C)[nH]c3ccccc23)[C@H]2CCCCC2=[N+]2CCOCC2)cc1
Total charge ... +1

Positions of all 72 atoms, in Å:
C -5.51 3.00 1.02
C -4.06 2.63 0.98
C -3.37 2.64 -0.22
C -2.11 2.11 -0.36
C -1.49 1.59 0.80
C -0.30 0.61 0.73
C 0.52 0.96 -0.50
C 1.79 1.58 -0.72
C 2.48 2.73 0.05
C 1.66 4.03 -0.07
C 3.87 3.00 -0.57
C 2.69 2.39 1.53
N 2.22 1.23 -1.93
C 1.32 0.43 -2.60
C 1.55 -0.45 -3.65
C 0.50 -1.35 -3.92
C -0.72 -1.34 -3.21
C -0.91 -0.47 -2.14
C 0.19 0.30 -1.73
C -0.71 -0.80 0.81
C -2.34 -1.00 0.77
C -3.08 -2.18 0.13
C -2.58 -3.49 0.70
C -1.06 -3.59 0.59
C -0.23 -2.31 0.52
N 1.07 -2.60 0.71
C 1.54 -3.95 0.39
C 3.06 -4.07 0.32
O 3.67 -2.89 -0.23
C 3.44 -1.78 0.64
C 1.97 -1.44 0.63
C -2.11 1.69 2.06
C -3.37 2.25 2.17
H -5.86 3.13 2.04
H -5.69 3.93 0.47
H -6.14 2.23 0.54
H -3.86 3.03 -1.14
H -1.48 2.29 -1.24
H 0.40 1.14 1.50
H 0.66 3.91 0.37
H 2.18 4.85 0.45
H 1.55 4.33 -1.12
H 4.51 2.11 -0.54
H 3.82 3.39 -1.59
H 4.38 3.77 0.03
H 3.12 1.38 1.61
H 3.39 3.11 1.98
H 1.74 2.43 2.09
H 3.18 1.59 -2.30
H 2.51 -0.44 -4.21
H 0.63 -2.08 -4.72
H -1.53 -2.05 -3.47
H -1.83 -0.35 -1.59
H -0.28 -0.77 1.90
H -2.90 -0.11 0.43
H -2.48 -1.01 1.88
H -2.93 -2.13 -0.95
H -4.15 -2.06 0.35
H -2.92 -3.66 1.73
H -3.00 -4.30 0.12
H -0.73 -4.21 1.45
H -0.84 -4.13 -0.35
H 1.18 -4.66 1.16
H 1.13 -4.27 -0.58
H 3.44 -4.30 1.33
H 3.31 -4.87 -0.40
H 3.77 -1.96 1.68
H 3.99 -0.95 0.17
H 1.76 -0.95 -0.33
H 1.78 -0.74 1.47
H -1.50 1.55 2.96
H -3.87 2.34 3.12


Entry 2:
Below is a single C30H39N2O6P molecule in a non-equilibrium geometry, with properties calculated with ωB97M-V/def2-TZVPD.

E ... -56298.4067 eV
Orbital gap ... 7.126 eV
F_max ... 2.63 eV Å⁻¹

Positions of all 78 atoms, in Å:
C -1.67 5.59 2.00
C -0.59 4.58 2.28
O 0.16 4.20 1.06
P -0.62 3.52 -0.15
C 0.38 2.05 -0.55
C 1.24 1.68 0.66
O 2.42 2.01 0.69
O 0.62 0.93 1.58
C 1.38 0.52 2.76
C 2.67 -0.21 2.47
O -2.05 3.22 0.12
O -0.45 4.49 -1.42
C 0.81 4.81 -2.09
C 0.54 5.96 -3.04
H -2.16 5.86 2.94
H -1.23 6.50 1.58
H -2.42 5.19 1.32
H 0.19 4.98 2.94
H -1.01 3.65 2.69
H 1.12 2.38 -1.29
H 1.56 1.41 3.37
H 0.69 -0.14 3.28
H 3.06 -0.65 3.40
H 2.51 -1.02 1.75
H 3.42 0.49 2.09
H 1.58 5.07 -1.34
H 1.14 3.93 -2.66
H 1.41 6.11 -3.69
H -0.33 5.73 -3.66
H 0.37 6.90 -2.50
C -3.42 -5.63 3.58
C -2.31 -5.03 2.76
C -2.46 -4.95 1.38
C -1.43 -4.44 0.57
C -1.57 -4.38 -0.91
C -0.26 -4.00 1.19
N 0.86 -3.62 0.38
C 1.03 -2.45 -0.32
C 0.06 -1.33 -0.26
C 0.21 -0.33 -1.25
C -0.47 0.98 -1.15
C -0.88 1.52 -2.55
C -2.01 2.32 -2.72
C -2.22 2.97 -3.94
C -1.38 2.71 -5.02
C -0.26 1.90 -4.86
C 0.03 1.37 -3.60
O -0.84 -1.36 0.61
N 2.24 -2.53 -0.91
C 2.93 -1.50 -1.68
C 2.83 -3.75 -0.61
C 2.00 -4.41 0.21
C -0.09 -4.06 2.57
C 1.16 -3.55 3.22
C -1.14 -4.56 3.35
H -3.19 -5.54 4.65
H -4.37 -5.12 3.40
H -3.56 -6.69 3.35
H -3.38 -5.28 0.90
H -0.75 -4.88 -1.43
H -2.50 -4.88 -1.20
H -1.63 -3.34 -1.25
H 0.59 -0.67 -2.21
H -1.36 0.86 -0.51
H -2.69 2.47 -1.89
H -3.05 3.68 -4.03
H -1.60 3.15 -6.00
H 0.42 1.68 -5.69
H 0.98 0.85 -3.44
H 4.01 -1.76 -1.67
H 2.59 -1.46 -2.73
H 2.81 -0.52 -1.21
H 3.81 -4.00 -0.97
H 2.08 -5.38 0.67
H 1.05 -3.63 4.31
H 2.06 -4.12 2.95
H 1.35 -2.49 2.99
H -1.04 -4.57 4.44


Entry 3:
Below is a molecular structure, C30H39N3PbS in a non-equilibrium geometry, with properties calculated with ωB97M-V/def2-TZVPD.

E ... -52283.3189 eV
Orbital gap (alpha / beta) ... 3.034 / 3.744 eV
F_max ... 10.73 eV Å⁻¹
Total charge ... -2

Positions of all 74 atoms, in Å:
Pb -0.06 0.10 -0.82
N -1.84 4.06 1.09
N -2.39 0.35 -3.51
C 0.81 -1.90 1.10
C -0.47 -1.44 1.57
C -0.26 -0.20 2.25
C -1.27 0.67 2.87
H -2.23 0.17 3.00
H -1.51 1.61 2.15
H -0.92 1.09 3.81
C 1.13 0.11 2.19
C 1.78 1.30 2.79
H 2.17 1.06 3.79
H 1.07 2.13 2.91
H 2.62 1.66 2.18
C 1.79 -0.95 1.51
C 3.26 -1.02 1.30
H 3.64 -0.10 0.83
H 3.54 -1.87 0.66
H 3.78 -1.14 2.27
C -1.76 -2.17 1.44
H -1.85 -2.91 2.25
H -1.84 -2.73 0.49
H -2.63 -1.49 1.51
C 1.05 -3.17 0.36
H 1.99 -3.12 -0.22
H 0.24 -3.40 -0.35
H 1.14 -4.02 1.06
C -1.12 5.19 0.87
H -0.82 5.79 1.78
C -0.83 5.61 -0.47
H -0.50 6.67 -0.60
C -1.18 4.73 -1.54
H -1.00 5.10 -2.62
C -1.63 3.39 -1.19
H -1.79 2.66 -2.01
C -1.61 2.96 0.24
C -1.27 1.75 1.06
H -2.18 0.96 0.57
C -1.46 -0.47 -2.96
C -3.59 -0.39 -3.37
H -4.46 0.09 -2.89
C -3.25 -1.67 -3.77
H -3.87 -2.35 -4.34
N -1.86 -1.72 -3.49
C -1.03 -2.86 -3.36
C -1.64 -4.05 -2.94
C -0.88 -5.22 -3.07
H -1.39 -6.18 -2.94
C 0.50 -5.11 -3.40
C 1.25 -6.37 -3.62
H 2.29 -6.25 -3.33
H 1.20 -6.60 -4.69
H 0.79 -7.18 -3.06
C 1.13 -3.88 -3.59
H 2.21 -3.81 -3.86
C 0.38 -2.71 -3.56
C 1.01 -1.35 -3.74
H 0.32 -0.57 -4.09
H 1.84 -1.41 -4.47
H 1.48 -0.97 -2.81
C -3.00 -4.03 -2.32
H -3.82 -3.77 -3.02
H -3.08 -3.35 -1.45
H -3.22 -5.04 -1.97
C 2.40 4.06 -0.84
S 2.69 2.28 -0.83
C 2.71 2.15 -2.64
H 3.37 4.59 -0.83
H 1.81 4.34 0.04
H 1.83 4.34 -1.74
H 3.19 3.05 -3.06
H 3.28 1.25 -2.93
H 1.68 2.09 -3.00


Entry 4:
Below is 5 unconnected molecules or ions with the total composition C30H39NO10 in a non-equilibrium geometry, with properties calculated with ωB97M-V/def2-TZVPD.

E ... -53705.5643 eV
Orbital gap ... 8.084 eV
F_max ... 1.35 eV Å⁻¹
SMILES string ... Oc1ccc(O)cc1.Oc1ccc(O)cc1.Oc1ccc(O)cc1.Oc1ccc(O)cc1.COCCNCCOC

Positions of all 80 atoms, in Å:
O -17.39 -6.87 -16.57
C -16.90 -7.67 -17.56
C -17.20 -7.33 -18.88
C -16.67 -8.08 -19.92
C -15.92 -9.22 -19.65
O -15.41 -9.92 -20.72
C -15.60 -9.55 -18.33
C -16.12 -8.78 -17.29
H -16.92 -7.03 -15.75
H -17.78 -6.45 -19.09
H -16.80 -7.89 -20.97
H -14.56 -10.30 -20.49
H -15.03 -10.44 -18.11
H -15.96 -9.09 -16.26
O -4.90 -1.82 -18.81
C -6.17 -1.65 -18.27
C -6.90 -2.74 -17.81
C -8.18 -2.57 -17.30
C -8.77 -1.32 -17.33
O -10.07 -1.11 -17.00
C -8.04 -0.23 -17.78
C -6.76 -0.40 -18.27
H -4.35 -2.33 -18.22
H -6.52 -3.75 -17.83
H -8.73 -3.46 -17.01
H -10.52 -1.94 -16.79
H -8.51 0.74 -17.75
H -6.21 0.46 -18.62
O -9.64 -5.03 -14.33
C -10.25 -5.36 -13.13
C -10.18 -6.64 -12.61
C -10.73 -6.93 -11.37
C -11.42 -5.93 -10.69
O -12.03 -6.16 -9.49
C -11.59 -4.69 -11.28
C -11.01 -4.39 -12.50
H -9.10 -5.76 -14.66
H -9.54 -7.36 -13.11
H -10.81 -7.96 -11.05
H -11.46 -6.71 -8.93
H -12.13 -3.93 -10.73
H -11.04 -3.40 -12.94
O -13.88 -6.53 -19.34
C -13.33 -5.73 -18.40
C -12.81 -4.52 -18.82
C -12.13 -3.71 -17.93
C -12.01 -4.07 -16.59
O -11.23 -3.33 -15.72
C -12.58 -5.26 -16.17
C -13.26 -6.08 -17.06
H -14.52 -7.18 -19.02
H -12.95 -4.25 -19.85
H -11.75 -2.75 -18.26
H -10.71 -3.95 -15.19
H -12.59 -5.54 -15.12
H -13.71 -6.98 -16.66
C -9.92 -4.59 -23.75
O -11.05 -3.79 -23.99
C -12.24 -4.47 -23.65
C -13.41 -3.57 -24.04
N -14.69 -4.12 -23.61
C -14.83 -3.97 -22.15
C -16.25 -4.11 -21.70
O -16.95 -2.93 -22.02
C -18.32 -3.03 -21.83
H -9.01 -4.03 -23.98
H -9.92 -5.48 -24.39
H -9.82 -4.86 -22.69
H -12.20 -4.68 -22.57
H -12.30 -5.40 -24.22
H -13.38 -3.52 -25.13
H -13.20 -2.55 -23.68
H -15.35 -3.43 -23.97
H -14.45 -2.99 -21.83
H -14.26 -4.76 -21.65
H -16.34 -4.34 -20.63
H -16.68 -5.00 -22.20
H -18.63 -2.95 -20.77
H -18.76 -3.97 -22.19
H -18.84 -2.23 -22.36